# 1
Below is 11 unconnected molecules or ions with the total composition C41H110N6O17 in a non-equilibrium geometry, with properties calculated with ωB97M-V with the def2-TZVPD basis set.

Cartesian coordinates (Å):
1 C 8.85648 15.99169 19.20928
2 O 9.96577 16.85364 19.31756
3 C 9.81034 18.13438 19.93302
4 C 11.11888 18.94535 19.98078
5 N 12.11569 18.18002 20.80353
6 C 13.42111 18.82137 20.83522
7 C 13.41852 19.91042 21.88358
8 O 13.01248 21.17473 21.42762
9 C 13.01870 22.10851 22.45743
10 H 9.19083 15.03006 18.81505
11 H 8.09818 16.47269 18.53210
12 H 8.29073 15.90812 20.14468
13 H 9.47832 17.98691 20.96350
14 H 8.98322 18.73164 19.51198
15 H 10.97752 19.96310 20.44664
16 H 11.43189 19.11120 18.97027
17 H 12.16452 17.28206 20.29262
18 H 13.74735 19.23173 19.88949
19 H 14.17751 18.09499 21.04876
20 H 14.40971 19.86485 22.33511
21 H 12.75526 19.63057 22.71641
22 H 12.53930 21.70432 23.35552
23 H 12.44446 22.90410 22.04474
24 H 13.98109 22.46219 22.77151
25 C 20.57480 28.46054 20.71710
26 O 20.43377 27.88408 22.00494
27 C 20.06846 26.51342 21.99530
28 C 18.59578 26.25249 22.45216
29 N 18.49886 24.88711 22.90852
30 C 17.23114 24.13637 22.66064
31 C 17.49740 22.66518 22.85147
32 O 18.58846 22.26439 22.07945
33 C 19.02149 20.92935 22.20292
34 H 21.19206 29.38984 20.87816
35 H 19.59313 28.59048 20.27319
36 H 21.23640 27.95490 20.03106
37 H 20.73349 25.97211 22.68046
38 H 20.28264 26.06833 21.07558
39 H 17.94493 26.49705 21.54788
40 H 18.32752 26.99165 23.24074
41 H 19.23364 24.32612 22.43978
42 H 16.89734 24.29548 21.62025
43 H 16.50163 24.52269 23.34577
44 H 16.67399 21.98352 22.54941
45 H 17.76378 22.47708 23.86577
46 H 18.34794 20.24931 21.68128
47 H 19.05405 20.46669 23.22278
48 H 19.95715 20.82317 21.76907
49 C 7.43783 22.33330 14.73234
50 O 7.55222 20.94967 15.16048
51 C 8.30928 20.84458 16.33891
52 C 8.19960 19.37570 16.72115
53 N 8.68165 18.58591 15.63321
54 C 8.85240 17.16691 15.82385
55 C 9.59120 16.56750 14.66678
56 O 8.96847 16.72247 13.42609
57 C 9.79832 16.58444 12.34980
58 H 6.86632 22.34565 13.82992
59 H 8.48261 22.75915 14.75468
60 H 6.93062 22.75658 15.51389
61 H 7.91393 21.53184 17.19340
62 H 9.32895 21.16619 16.08991
63 H 7.12112 19.29938 17.06185
64 H 8.80146 19.17091 17.60114
65 H 8.04063 18.71714 14.84666
66 H 7.95186 16.61464 15.97332
67 H 9.44697 17.02165 16.72239
68 H 9.90556 15.50672 14.81304
69 H 10.56779 17.09128 14.54842
70 H 9.37922 17.17086 11.53268
71 H 10.03450 15.55288 11.99095
72 H 10.77515 17.02405 12.50436
73 C 16.65769 15.43915 21.15681
74 O 16.29703 16.27170 22.28956
75 C 17.06416 17.52499 22.33261
76 C 16.94788 18.11103 23.76587
77 N 15.55252 18.45103 24.02524
78 C 15.25679 18.80626 25.38650
79 C 13.82030 19.33307 25.47366
80 O 12.93916 18.20439 25.20010
81 C 11.58274 18.56907 25.12511
82 H 17.53990 14.86678 21.39266
83 H 16.98821 16.08262 20.32450
84 H 15.78260 14.81932 20.98726
85 H 16.71791 18.19937 21.61323
86 H 18.12849 17.32382 22.19056
87 H 17.60727 18.97110 23.82859
88 H 17.46666 17.37175 24.43876
89 H 14.96725 17.63519 23.78058
90 H 15.92663 19.59122 25.75951
91 H 15.34478 17.91798 26.09232
92 H 13.66240 20.15328 24.75795
93 H 13.61395 19.66288 26.50676
94 H 11.29079 19.11378 26.03392
95 H 11.00132 17.69903 24.94026
96 H 11.26020 19.25264 24.24881
97 C 14.84209 16.06862 18.15673
98 O 16.13843 15.66442 17.63886
99 C 16.28275 15.90414 16.23134
100 C 15.45422 14.91338 15.40905
101 N 13.95976 15.14703 15.42250
102 C 13.32995 14.34399 14.37147
103 C 12.53460 13.16230 14.93145
104 O 13.25881 12.21088 15.75559
105 C 13.97934 11.17897 15.08087
106 H 14.98265 16.58902 19.09559
107 H 14.03719 15.24416 18.18736
108 H 14.43277 16.91808 17.59124
109 H 17.37628 15.88997 16.09964
110 H 16.02864 16.92259 15.94851
111 H 15.60538 13.92436 15.87092
112 H 15.77852 14.83546 14.38237
113 H 13.89287 16.16446 15.11625
114 H 14.16352 13.91562 13.62592
115 H 12.66095 15.04200 13.85460
116 H 12.05033 12.56260 14.17362
117 H 11.75498 13.58585 15.62573
118 H 14.25409 10.40652 15.81495
119 H 14.81775 11.66413 14.59252
120 H 13.32312 10.72195 14.29710
121 C 15.59136 21.59186 11.75399
122 O 15.56595 22.78775 12.44434
123 C 14.41764 22.86461 13.33170
124 C 14.78295 23.59566 14.59526
125 N 15.90855 23.01260 15.26404
126 C 16.16093 23.64815 16.56829
127 C 17.45358 23.11474 17.06565
128 O 18.51270 23.64693 16.25951
129 C 19.75709 23.90615 16.89082
130 H 16.35883 21.60919 10.96672
131 H 14.63865 21.43778 11.30108
132 H 15.67049 20.69450 12.37092
133 H 14.08902 21.80203 13.48256
134 H 13.61372 23.38497 12.77225
135 H 13.92357 23.58230 15.21038
136 H 14.83170 24.65339 14.22137
137 H 16.72763 23.15914 14.73105
138 H 15.38481 23.34875 17.27793
139 H 16.17674 24.78131 16.48324
140 H 17.56576 22.05336 17.04451
141 H 17.61977 23.51167 18.12042
142 H 20.55342 24.12564 16.16645
143 H 20.12148 23.01229 17.41497
144 H 19.65811 24.72512 17.63023
145 C 13.26078 21.50449 18.02052
146 O 14.25992 21.71457 18.97209
147 H 13.66661 21.70528 17.09702
148 H 12.88468 20.48740 18.10999
149 H 12.33395 22.22606 18.08879
150 H 13.95521 21.34757 19.80889
151 C 15.69020 19.66067 16.40347
152 O 15.74795 20.06312 15.02496
153 H 15.78355 20.55932 17.02168
154 H 14.82259 19.12558 16.62658
155 H 16.56551 19.06234 16.63616
156 H 15.79502 21.01599 15.02704
157 C 12.77507 13.02418 19.23173
158 O 12.57308 11.95766 18.30295
159 H 13.81575 13.22909 19.44378
160 H 12.30841 13.93208 18.94517
161 H 12.18850 12.73593 20.13528
162 H 12.70076 12.27101 17.36480
163 C 14.67424 18.16033 12.32098
164 O 15.77743 17.95746 13.24931
165 H 14.26497 17.13950 12.11377
166 H 13.85501 18.69788 12.83518
167 H 15.07007 18.64114 11.42283
168 H 15.86283 18.86169 13.75466
169 C 12.55071 19.43493 15.61093
170 O 11.31322 19.94763 15.15712
171 H 13.27310 20.19665 15.36463
172 H 12.60297 19.26100 16.72167
173 H 12.83229 18.41927 15.18109
174 H 10.48491 19.39285 15.21720

Properties
**Multiplicity**: 1
**SMILES**: COCCNCCOC.COCCNCCOC.COCCNCCOC.COCCNCCOC.COCCNCCOC.COCCNCCOC.CO.CO.CO.CO.CO

# 2
Below is 14 unconnected molecules or ions with the total composition C41H110O14 in a non-equilibrium geometry, with properties calculated with ωB97M-V with the def2-TZVPD basis set.

Cartesian coordinates (Å):
1 C 15.58706 9.37222 2.91039
2 C 14.11372 9.39794 2.48176
3 O 13.97243 10.31708 1.45426
4 H 15.85903 10.30154 3.42057
5 H 16.18662 9.27700 2.00548
6 H 15.82112 8.55112 3.59205
7 H 13.49040 9.67269 3.33655
8 H 13.84173 8.41657 2.11221
9 H 13.94936 11.20442 1.86244
10 C 6.45135 5.44618 7.70510
11 C 7.35365 6.61149 7.39698
12 C 8.54265 6.60014 8.32798
13 O 7.79934 6.40881 6.00172
14 H 6.14100 5.41449 8.74657
15 H 6.96109 4.49953 7.46715
16 H 5.60904 5.45486 7.00285
17 H 6.76278 7.53931 7.44573
18 H 9.22856 5.80836 8.01326
19 H 8.24857 6.43622 9.36848
20 H 9.14283 7.51645 8.25868
21 H 8.26005 7.21938 5.61688
22 C 11.73215 12.17368 2.97528
23 C 12.75847 12.87554 3.83965
24 C 12.85447 12.32630 5.28149
25 O 14.05282 12.78898 3.14840
26 H 10.73322 12.29724 3.40339
27 H 11.94460 11.12677 2.79097
28 H 11.69926 12.69372 2.01196
29 H 12.45221 13.93840 3.98266
30 H 13.65718 12.81182 5.84471
31 H 13.14461 11.25859 5.27107
32 H 11.89748 12.39578 5.80079
33 H 14.72439 13.24801 3.67216
34 C 8.56901 5.18519 12.21691
35 C 9.82248 5.91916 12.39533
36 C 9.76941 7.33874 11.81343
37 O 10.16817 5.90413 13.79815
38 H 8.21266 5.11864 11.18727
39 H 7.75222 5.59010 12.82502
40 H 8.72596 4.16881 12.58880
41 H 10.63404 5.40124 11.88348
42 H 9.98543 7.27720 10.74152
43 H 10.49088 7.99499 12.28231
44 H 8.75740 7.75347 11.91306
45 H 9.78849 6.68889 14.20820
46 C 9.72570 10.97578 8.08722
47 C 8.58399 11.52504 7.27996
48 C 8.20481 12.96987 7.64582
49 O 8.94543 11.42388 5.86559
50 H 9.87814 9.91739 7.90386
51 H 9.52706 11.12835 9.14643
52 H 10.63475 11.53078 7.83213
53 H 7.66664 10.92075 7.40341
54 H 8.92212 13.68993 7.22354
55 H 8.22314 13.14576 8.72398
56 H 7.21106 13.22445 7.26821
57 H 8.36826 12.02277 5.37465
58 C 10.44628 2.78472 10.77414
59 C 11.62473 2.09443 10.10911
60 C 11.37798 1.86332 8.66551
61 O 12.82439 2.94167 10.17625
62 H 9.50958 2.22998 10.66842
63 H 10.26356 3.75688 10.30986
64 H 10.65282 2.95007 11.83699
65 H 11.86110 1.12133 10.56555
66 H 11.16878 2.82827 8.18614
67 H 10.54695 1.18536 8.49733
68 H 12.26927 1.47213 8.17412
69 H 13.19974 2.92589 11.06393
70 C 9.97627 7.20209 3.34974
71 C 9.87843 8.62756 3.73310
72 C 9.14378 9.38736 2.67071
73 O 9.12702 8.63110 4.98260
74 H 10.49987 6.61849 4.10836
75 H 10.48493 7.07494 2.39159
76 H 8.96626 6.79189 3.23588
77 H 10.87247 9.05251 3.90670
78 H 9.16973 10.45767 2.91076
79 H 8.10336 9.09169 2.61219
80 H 9.69595 9.23472 1.74082
81 H 9.24564 9.48596 5.45627
82 C 14.85930 1.17715 3.98148
83 C 13.55890 1.18844 4.77194
84 C 13.59218 0.15145 5.84399
85 O 13.32501 2.50374 5.34675
86 H 14.84782 1.91567 3.18340
87 H 15.02214 0.19402 3.52586
88 H 15.69186 1.37809 4.66003
89 H 12.72938 1.06416 4.06919
90 H 12.73550 0.26236 6.50664
91 H 14.50104 0.29824 6.43242
92 H 13.57358 -0.84524 5.41111
93 H 13.93595 2.63172 6.12504
94 C 16.16993 3.08861 9.72905
95 C 15.86439 3.49401 8.29191
96 C 16.90650 2.93503 7.31478
97 O 14.55281 2.99238 7.88297
98 H 15.95979 2.01880 9.84244
99 H 15.58021 3.64282 10.45790
100 H 17.23417 3.22011 9.92908
101 H 15.84843 4.58196 8.15410
102 H 17.87720 3.42976 7.45267
103 H 16.59931 3.14508 6.28436
104 H 17.04669 1.85502 7.40453
105 H 13.93810 3.03118 8.66332
106 C 12.80221 6.56708 7.53318
107 C 12.37786 7.69763 6.57310
108 C 12.58380 9.04292 7.20211
109 O 13.20575 7.68267 5.36494
110 H 12.17547 6.55892 8.44231
111 H 13.84689 6.68792 7.81365
112 H 12.64916 5.59826 7.05387
113 H 11.32111 7.53742 6.29451
114 H 12.08503 9.12838 8.17325
115 H 12.25254 9.85831 6.55282
116 H 13.66077 9.19997 7.37140
117 H 12.96179 6.89544 4.82589
118 C 9.98197 3.19750 5.30277
119 C 8.95344 3.32283 4.20486
120 C 8.60248 1.98895 3.62876
121 O 7.71163 3.86977 4.71974
122 H 10.81083 2.56633 4.96688
123 H 9.50614 2.65603 6.12805
124 H 10.32124 4.17062 5.65916
125 H 9.27114 3.99414 3.38494
126 H 9.46262 1.50981 3.15156
127 H 7.79166 2.06796 2.90503
128 H 8.25568 1.31798 4.42765
129 H 7.91610 4.65730 5.26712
130 C 16.66934 8.12938 6.34869
131 C 16.96400 9.04078 7.52394
132 C 16.44296 8.45391 8.82991
133 O 18.41384 9.26115 7.62975
134 H 15.58899 8.01344 6.19874
135 H 17.08562 7.12745 6.48055
136 H 17.09067 8.55382 5.43488
137 H 16.53045 10.02675 7.35617
138 H 16.48770 9.17169 9.65623
139 H 16.94810 7.54881 9.18700
140 H 15.37194 8.17664 8.78662
141 H 18.83070 8.38878 7.67829
142 C 11.88728 3.72514 2.24658
143 C 13.06462 4.59154 2.65212
144 C 13.16982 5.82357 1.80261
145 O 12.90317 5.03254 4.04128
146 H 10.94181 4.20349 2.49083
147 H 11.93816 2.79349 2.83673
148 H 11.89906 3.38685 1.20487
149 H 14.00186 4.01662 2.58507
150 H 12.52074 6.61524 2.18117
151 H 12.92618 5.60656 0.75815
152 H 14.19275 6.22848 1.75578
153 H 13.02964 4.22523 4.62836
154 C 13.22718 12.10149 10.46696
155 C 14.28164 11.85743 9.42658
156 C 14.58728 13.12078 8.67639
157 O 15.43920 11.40258 10.13003
158 H 12.25382 12.28166 9.97983
159 H 13.46627 12.97966 11.06340
160 H 13.07451 11.21149 11.07165
161 H 13.92318 11.05703 8.76214
162 H 13.76587 13.43195 8.03276
163 H 15.44490 12.93907 8.01254
164 H 14.82759 13.89760 9.39869
165 H 16.22071 11.73655 9.67196

Properties
**Multiplicity**: 1

Record order is preserved below.
Frontier orbital gap: 9.5; 9.6 eV
Record order is preserved below.
Energy above the lowest of the compared OMol25 structures with the same formula, charge and spin: 63.3; 0.0 kcal/mol
Record order is preserved below.
LUMO energy: 0.548; 0.333 eV